# 1
C5H11N | ωB97M-V/def2-TZVPD

The geometry in XYZ format:
```
17
C5H11N ωB97M-V/def2-TZVPD
C -0.08 -0.18 -0.38
C -1.00 0.80 0.95
C 1.93 -1.24 -1.29
C -2.41 0.95 0.44
C 1.18 -0.26 0.22
N 1.80 0.02 1.24
H 2.79 -0.22 1.27
H -0.64 -1.11 -0.42
H -0.14 0.47 -1.25
H -0.48 1.75 1.06
H -0.93 0.23 1.87
H 1.28 -1.80 -1.95
H 2.45 -0.46 -1.86
H 2.62 -1.93 -0.83
H -3.04 1.52 1.15
H -2.44 1.48 -0.51
H -2.89 -0.02 0.29
```

The value obtained for the relative energy (zero: lowest compared OMol25 entry of this formula, charge and spin) is 74.58 kcal per mole. Its calculated total energy is -251.74367 hartree. As for the strongest force on any atom: 7.65 eV Å⁻¹. The value obtained for the LUMO energy is 1.0 eV.

Löwdin population analysis, charges in e, atoms 1 to 4: number 1, C, carries -0.120; number 2, C, carries -0.177; number 3, C, carries -0.036; number 4, C, carries -0.169

***

# 2
C5H11N2 | ωB97M-V/def2-TZVPD

The geometry in XYZ format:
```
18
C5H11N2 ωB97M-V/def2-TZVPD
C -2.09 -0.23 -0.15
C -0.87 -1.04 -0.50
C 0.19 -0.18 -1.26
C 1.26 0.50 -0.61
N 1.79 -0.31 0.54
C 2.98 0.02 1.05
N -1.46 0.85 0.71
H -2.74 -0.85 0.60
H -2.69 0.15 -1.03
H -1.20 -1.81 -1.28
H -0.34 -1.44 0.48
H 0.04 -0.37 -2.36
H 1.94 1.08 -1.21
H 3.74 0.77 0.51
H 3.24 -0.59 1.93
H -1.24 0.53 1.69
H -0.68 1.19 0.07
H -1.86 1.73 0.82
```

The value obtained for the relative energy (zero: lowest compared OMol25 entry of this formula, charge and spin) is 83.94 kcal per mole. Its total charge is +1. As for the SMILES: C=N/C=C\CC[NH3+]. Its calculated total energy is -306.24971 hartree. As for the strongest force on any atom: 5.30 eV Å⁻¹. The value obtained for the LUMO energy is -3.9 eV.

Löwdin population analysis, charges in e, atoms 1 to 4: number 1, C, carries -0.155; number 2, C, carries -0.219; number 3, C, carries -0.073; number 4, C, carries -0.121

***

# 3
C5H11N2 | ωB97M-V/def2-TZVPD

The geometry in XYZ format:
```
18
C5H11N2 ωB97M-V/def2-TZVPD
C -2.61 -0.19 0.34
C -1.66 -0.28 -0.78
C -0.48 -0.54 0.06
C 2.04 -0.83 0.22
C 0.89 -0.05 -0.40
N -1.38 0.59 0.36
N 0.95 1.39 0.01
H -3.51 0.40 0.21
H -2.70 -1.02 1.04
H -1.74 0.01 -1.81
H -0.49 -1.40 0.73
H 1.98 -0.81 1.31
H 3.00 -0.43 -0.09
H 1.99 -1.87 -0.10
H 0.95 -0.10 -1.49
H -0.08 1.62 0.20
H 1.36 2.01 -0.70
H 1.48 1.50 0.88
```

The value obtained for the relative energy (zero: lowest compared OMol25 entry of this formula, charge and spin) is 47.39 kcal per mole. Its total charge is +1. As for the SMILES: C[C@H]([NH3+])[C@@H]1[C@H]2CN12. Its calculated total energy is -306.30795 hartree. As for the strongest force on any atom: 0.87 eV Å⁻¹. The value obtained for the LUMO energy is -3.2 eV.

Löwdin population analysis, charges in e, atoms 1 to 4: number 1, C, carries -0.042; number 2, C, carries -0.113; number 3, C, carries -0.198; number 4, C, carries -0.032